No. 1
Molecular formula: C32H67F5N2O12P2
Method: DFT, wB97M-V/def2-TZVPD

Results
charge = 0
Kohn-Sham gap = 8.111 eV
largest force on an atom = 0.1575 hartree/bohr

Last columns: bonded neighbours and bond lengths (Å).
CARTESIAN COORDINATES (ANGSTROEM)
1 C 2.8848 0.6451 4.0549  C2 1.318, H32 1.093, H33 1.098
2 C 2.7809 -0.4137 3.2763  C1 1.318, C3 1.541, H34 1.093
3 C 1.3838 -0.7537 2.7227  C2 1.541, C4 1.549, H35 1.109, H36 1.098
4 C 1.3270 -1.9519 1.7423  C3 1.549, C5 1.550, O6 1.434, H37 1.109
5 C 2.3313 -3.0812 2.0881  C4 1.550, H38 1.104, H39 1.102, H40 1.098
6 O 1.4496 -1.5977 0.3586  C4 1.434, C7 1.422
7 C 0.2723 -1.8661 -0.3923  O6 1.422, C8 1.566, H41 1.109, H42 1.105
8 C -0.8054 -0.7674 -0.1010  C7 1.566, C9 1.575, O12 1.434, H43 1.103
9 C -2.0201 -1.2725 0.7649  C8 1.575, N10 1.463, H44 1.101, H45 1.107
10 N -1.8649 -0.6851 2.0953  C9 1.463, C11 1.477, H46 1.013
11 C -2.5537 -1.4283 3.1702  N10 1.477, H47 1.099, H48 1.111, H49 1.101
12 O -1.2841 -0.1255 -1.2902  C8 1.434, C13 1.404
13 C -0.7736 1.1770 -1.4106  O12 1.404, C14 1.578, O24 1.412, H50 1.116
14 C -1.4978 2.1868 -0.4373  C13 1.578, C15 1.570, H51 1.099, H52 1.106
15 C -0.4857 2.9543 0.4862  C14 1.570, C16 1.543, H53 1.101, H54 1.106
16 C -0.2374 4.4191 0.0704  C15 1.543, C17 1.544, H55 1.103, H56 1.100
17 C 0.5615 5.2282 1.1146  C16 1.544, F18 1.373, F19 1.348, C20 1.571
18 F 0.5468 6.5233 0.6592  C17 1.373
19 F -0.0664 5.2339 2.3076  C17 1.348
20 C 2.0730 4.8134 1.2206  C17 1.571, F21 1.330, F22 1.342, F23 1.335
21 F 2.3829 3.7331 0.5096  C20 1.330
22 F 2.8480 5.8053 0.7556  C20 1.342
23 F 2.4376 4.6187 2.4900  C20 1.335
24 O -0.9387 1.5876 -2.7516  C13 1.412, C25 1.415
25 C -0.2802 2.8181 -2.9867  O24 1.415, C26 1.550, H57 1.113, H58 1.111
26 C 0.2330 2.9597 -4.4421  C25 1.550, N27 1.486, H59 1.112, H60 1.097
27 N 1.7056 3.1505 -4.4001  C26 1.486, C28 1.478, H61 1.019
28 C 2.2702 3.1976 -5.7653  N27 1.478, C29 1.558, H62 1.104, H63 1.104
29 C 2.6348 4.6355 -6.2422  C28 1.558, C30 1.563, O31 1.448, H64 1.107
30 C 4.1767 4.8936 -6.2253  C29 1.563, H65 1.105, H66 1.101, H67 1.104
31 O 2.2220 4.6937 -7.6292  C29 1.448, H68 0.967
32 H 3.8454 1.0491 4.3845  C1 1.093
33 H 1.9724 1.1204 4.4400  C1 1.098
34 H 3.6562 -1.0368 3.0778  C2 1.093
35 H 0.7626 -1.0413 3.5951  C3 1.109
36 H 0.9264 0.1647 2.3310  C3 1.098
37 H 0.3239 -2.4081 1.8685  C4 1.109
38 H 2.0248 -3.9832 1.5301  C5 1.104
39 H 2.2051 -3.2938 3.1624  C5 1.102
40 H 3.3596 -2.8314 1.7940  C5 1.098
41 H -0.1075 -2.8903 -0.2002  C7 1.109
42 H 0.4919 -1.8373 -1.4750  C7 1.105
43 H -0.2878 -0.0029 0.5022  C8 1.103
44 H -1.9449 -2.3696 0.8153  C9 1.101
45 H -2.9712 -1.0053 0.2663  C9 1.107
46 H -2.0771 0.3052 2.1077  N10 1.013
47 H -3.0147 -2.3267 2.7365  C11 1.099
48 H -1.7805 -1.7538 3.8979  C11 1.111
49 H -3.2613 -0.7988 3.7321  C11 1.101
50 H 0.3196 1.1098 -1.1970  C13 1.116
51 H -2.2107 2.8403 -0.9605  C14 1.099
52 H -2.0960 1.5429 0.2338  C14 1.106
53 H 0.4267 2.3411 0.5441  C15 1.101
54 H -0.9566 2.9909 1.4866  C15 1.106
55 H -1.2020 4.9459 -0.0235  C16 1.103
56 H 0.3041 4.5443 -0.8786  C16 1.100
57 H 0.6159 2.8890 -2.3310  C25 1.113
58 H -0.9155 3.6865 -2.7111  C25 1.111
59 H -0.1967 3.9027 -4.8461  C26 1.112
60 H -0.0261 2.1123 -5.0888  C26 1.097
61 H 1.8569 4.0752 -4.0007  N27 1.019
62 H 3.1656 2.5604 -5.8715  C28 1.104
63 H 1.5016 2.8348 -6.4692  C28 1.104
64 H 2.0668 5.4203 -5.7074  C29 1.107
65 H 4.5930 4.7251 -7.2354  C30 1.105
66 H 4.6850 4.1880 -5.5505  C30 1.101
67 H 4.4206 5.9393 -5.9700  C30 1.104
68 H 2.7709 5.3576 -8.0674  O31 0.967
69 C -5.7205 7.0029 1.9871  C70 1.519, H80 1.095, H81 1.091, H82 1.090
70 C -4.8432 5.7690 2.1079  C69 1.519, O71 1.423, H83 1.095, H84 1.091
71 O -5.6034 4.5660 2.1154  C70 1.423, P72 1.643
72 P -6.3635 4.1057 0.7330  O71 1.643, O73 1.502, O74 1.644, O77 1.680
73 O -5.2040 3.6872 -0.1245  P72 1.502
74 O -6.9099 2.6258 1.1952  P72 1.644, C75 1.426
75 C -6.4799 1.4493 0.5126  O74 1.426, C76 1.516, H85 1.090, H86 1.092
76 C -5.2176 0.8832 1.1332  C75 1.516, H87 1.091, H88 1.091, H89 1.092
77 O -7.8260 4.7373 1.2652  P72 1.680, C78 1.435
78 C -8.6293 5.4291 0.2987  O77 1.435, C79 1.517, H90 1.094, H91 1.090
79 C -8.9003 4.5988 -0.9422  C78 1.517, H92 1.097, H93 1.091, H94 1.090
80 H -6.1450 7.0780 0.9806  C69 1.095
81 H -5.1425 7.9100 2.1697  C69 1.091
82 H -6.5509 6.9623 2.6923  C69 1.090
83 H -4.1053 5.7386 1.3001  C70 1.095
84 H -4.2985 5.8019 3.0521  C70 1.091
85 H -6.3432 1.6499 -0.5503  C75 1.090
86 H -7.2839 0.7149 0.5890  C75 1.092
87 H -4.4762 1.6522 1.3568  C76 1.091
88 H -4.7607 0.1470 0.4701  C76 1.091
89 H -5.4488 0.3935 2.0819  C76 1.092
90 H -8.1433 6.3700 0.0238  C78 1.094
91 H -9.5735 5.6782 0.7837  C78 1.090
92 H -7.9698 4.3669 -1.4759  C79 1.097
93 H -9.5553 5.1348 -1.6303  C79 1.091
94 H -9.3647 3.6480 -0.6789  C79 1.090
95 C 5.1538 -10.6142 2.7178  C96 1.519, H106 1.095, H107 1.091, H108 1.090
96 C 3.9059 -10.4359 1.8697  C95 1.519, O97 1.422, H109 1.094, H110 1.091
97 O 3.6582 -9.0715 1.5555  C96 1.422, P98 1.648
98 P 4.6832 -8.2992 0.5223  O97 1.648, O99 1.502, O100 1.643, O103 1.684
99 O 4.2954 -8.9692 -0.7650  P98 1.502
100 O 3.8844 -6.8746 0.3439  P98 1.643, C101 1.428
101 C 3.4194 -6.4647 -0.9430  O100 1.428, C102 1.518, H111 1.090, H112 1.092
102 C 2.0151 -6.9755 -1.2127  C101 1.518, H113 1.090, H114 1.092, H115 1.092
103 O 5.4833 -7.6097 1.8341  P98 1.684, C104 1.434
104 C 6.9135 -7.5360 1.7626  O103 1.434, C105 1.518, H116 1.094, H117 1.090
105 C 7.4041 -6.8501 0.5009  C104 1.518, H118 1.098, H119 1.091, H120 1.090
106 H 6.0542 -10.4229 2.1252  C95 1.095
107 H 5.2213 -11.6338 3.1004  C95 1.091
108 H 5.1584 -9.9184 3.5572  C95 1.090
109 H 3.9771 -11.0232 0.9491  C96 1.094
110 H 3.0369 -10.7932 2.4234  C96 1.091
111 H 4.1152 -6.7820 -1.7201  C101 1.090
112 H 3.4126 -5.3729 -0.9580  C101 1.092
113 H 1.8880 -8.0192 -0.9245  C102 1.090
114 H 1.7671 -6.8775 -2.2713  C102 1.092
115 H 1.2861 -6.4028 -0.6353  C102 1.092
116 H 7.3367 -8.5426 1.8331  C104 1.094
117 H 7.2516 -6.9771 2.6358  C104 1.090
118 H 7.1142 -7.4131 -0.3954  C105 1.098
119 H 8.4917 -6.7653 0.5050  C105 1.091
120 H 6.9713 -5.8536 0.4079  C105 1.090

These are the Löwdin partial charges, in e, on atoms 1 to 99: -0.03 -0.17 -0.14 -0.38 -0.03 -0.12 -0.13 -0.25 -0.16 -0.12 -0.11 -0.05 -0.37 -0.07 -0.15 -0.08 -0.42 0.09 0.12 -0.54 0.17 0.15 0.17 -0.06 -0.20 -0.17 -0.08 -0.18 -0.38 -0.05 -0.08 0.05 0.07 0.09 0.12 0.10 0.12 0.08 0.09 0.08 0.12 0.14 0.12 0.11 0.10 0.09 0.08 0.07 0.07 0.16 0.12 0.09 0.10 0.12 0.14 0.12 0.12 0.12 0.12 0.12 0.10 0.12 0.11 0.13 0.08 0.08 0.08 0.08 -0.08 -0.29 -0.21 0.61 -0.23 -0.21 -0.28 -0.07 -0.19 -0.29 -0.08 0.06 0.08 0.09 0.11 0.12 0.10 0.12 0.07 0.06 0.08 0.10 0.12 0.07 0.08 0.09 -0.08 -0.29 -0.22 0.62 -0.22

=====

No. 2
Molecular formula: C32H67N2O32
Method: DFT, wB97M-V/def2-TZVPD

Results
charge = -1
Kohn-Sham gap = 5.572 eV
largest force on an atom = 0.0475 hartree/bohr

Last columns: bonded neighbours and bond lengths (Å).
CARTESIAN COORDINATES (ANGSTROEM)
1 C -0.9935 0.3385 0.2280  C2 1.533, H5 1.101, H6 1.096, H7 1.083
2 C 0.4913 0.0207 0.4378  C1 1.533, C3 1.543, O4 1.350, H8 1.128
3 C 0.9860 -1.1308 -0.4615  C2 1.543, H9 1.092, H10 1.110, H11 1.088
4 O 1.3000 1.0992 0.3712  C2 1.350
5 H -1.6601 -0.5359 0.2766  C1 1.101
6 H -1.1243 0.8153 -0.7503  C1 1.096
7 H -1.2986 0.9731 1.0511  C1 1.083
8 H 0.6342 -0.3171 1.5048  C2 1.128
9 H 1.2430 -0.7732 -1.4608  C3 1.092
10 H 0.1754 -1.8807 -0.5716  C3 1.110
11 H 1.8075 -1.6773 -0.0038  C3 1.088
12 C 3.6808 1.7030 -3.8990  O13 1.427, H18 1.092, H19 1.087, H20 1.087
13 O 4.6882 1.0492 -4.6691  C12 1.427, C14 1.315
14 C 5.6377 0.3323 -4.1092  O13 1.315, O15 1.182, O16 1.332
15 O 5.8214 0.1399 -2.9573  C14 1.182
16 O 6.3512 -0.2214 -5.0878  C14 1.332, C17 1.388
17 C 7.3978 -1.0464 -4.7001  O16 1.388, H21 1.092, H22 1.095, H23 1.084
18 H 3.1193 1.0320 -3.2460  C12 1.092
19 H 2.8998 2.0948 -4.5457  C12 1.087
20 H 4.1513 2.5136 -3.3486  C12 1.087
21 H 7.0762 -1.8194 -3.9996  C17 1.092
22 H 8.1480 -0.4605 -4.1592  C17 1.095
23 H 7.8990 -1.5068 -5.5439  C17 1.084
24 C -0.7431 -3.9682 0.8465  O25 1.425, H30 1.089, H31 1.090, H32 1.089
25 O -0.3266 -4.8278 -0.2113  C24 1.425, C26 1.312
26 C -1.0467 -4.9547 -1.3007  O25 1.312, O27 1.191, O28 1.338
27 O -0.6343 -5.5325 -2.2570  C26 1.191
28 O -2.3039 -4.5244 -1.1474  C26 1.338, C29 1.414
29 C -3.1369 -4.4828 -2.2887  O28 1.414, H33 1.092, H34 1.085, H35 1.085
30 H -0.1290 -4.0687 1.7406  C24 1.089
31 H -1.7483 -4.2092 1.1908  C24 1.090
32 H -0.6570 -2.9468 0.4801  C24 1.089
33 H -3.1449 -5.4961 -2.6964  C29 1.092
34 H -2.8213 -3.7522 -3.0258  C29 1.085
35 H -4.1420 -4.2800 -1.9330  C29 1.085
36 C 0.6653 3.7561 -0.9327  O37 1.446, H42 1.091, H43 1.082, H44 1.084
37 O 0.4172 4.9001 -0.0833  C36 1.446, C38 1.306
38 C 1.3268 5.1931 0.8064  O37 1.306, O39 1.179, O40 1.351
39 O 2.4192 4.7586 0.8952  C38 1.179
40 O 0.8019 6.1540 1.5985  C38 1.351, C41 1.416
41 C 1.6435 6.5731 2.6570  O40 1.416, H45 1.106, H46 1.087, H47 1.086
42 H 0.5134 2.8651 -0.3208  C36 1.091
43 H 1.6908 3.7773 -1.2781  C36 1.082
44 H -0.1190 3.8014 -1.6801  C36 1.084
45 H 2.3913 7.2395 2.1892  C41 1.106
46 H 2.2309 5.7631 3.0812  C41 1.087
47 H 1.1981 7.1924 3.4300  C41 1.086
48 C 2.8044 -1.9909 -5.4913  O49 1.409, H54 1.088, H55 1.085, H56 1.095
49 O 3.2806 -2.4409 -4.2438  C48 1.409, C50 1.366
50 C 2.4579 -3.2092 -3.4692  O49 1.366, O51 1.212, O52 1.332
51 O 1.6402 -3.9940 -3.8985  C50 1.212
52 O 2.7589 -3.0804 -2.1780  C50 1.332, C53 1.437
53 C 3.9314 -2.4482 -1.6382  O52 1.437, H57 1.077, H58 1.086, H59 1.094
54 H 3.2915 -1.0558 -5.7612  C48 1.088
55 H 1.7319 -1.8275 -5.5217  C48 1.085
56 H 3.0916 -2.7122 -6.2639  C48 1.095
57 H 3.8178 -2.4948 -0.5684  C53 1.077
58 H 3.9819 -1.4417 -2.0436  C53 1.086
59 H 4.7848 -3.0090 -2.0317  C53 1.094
60 C -0.3610 1.8296 3.6143  O61 1.441, H66 1.087, H67 1.099, H68 1.085
61 O 0.0042 2.7686 4.6438  C60 1.441, C62 1.330
62 C 1.1354 3.4656 4.5829  O61 1.330, O63 1.181, O64 1.341
63 O 1.8505 3.5342 3.6451  C62 1.181
64 O 1.2480 4.2518 5.6635  C62 1.341, C65 1.433
65 C 0.6378 3.8047 6.8810  O64 1.433, H69 1.098, H70 1.093, H71 1.089
66 H -0.9752 1.0454 4.0490  C60 1.087
67 H 0.4918 1.2757 3.1985  C60 1.099
68 H -0.8235 2.3430 2.7782  C60 1.085
69 H 1.0062 2.8410 7.2570  C65 1.098
70 H -0.4407 3.6759 6.7594  C65 1.093
71 H 0.8548 4.5294 7.6648  C65 1.089
72 C -3.2521 4.5754 -2.0992  O73 1.416, H78 1.098, H79 1.085, H80 1.096
73 O -3.5077 3.4418 -1.2896  C72 1.416, C74 1.331
74 C -2.8955 2.3000 -1.5940  O73 1.331, O75 1.196, O76 1.328
75 O -1.9856 2.1563 -2.3572  C74 1.196
76 O -3.5449 1.3026 -1.0060  C74 1.328, C77 1.410
77 C -3.1514 -0.0138 -1.3226  O76 1.410, H81 1.086, H82 1.090, H83 1.085
78 H -4.0863 4.8201 -2.7705  C72 1.098
79 H -2.3186 4.5198 -2.6500  C72 1.085
80 H -3.2487 5.4727 -1.4707  C72 1.096
81 H -2.3086 -0.3818 -0.7445  C77 1.086
82 H -2.9124 -0.0520 -2.3854  C77 1.090
83 H -4.0275 -0.6305 -1.1486  C77 1.085
84 C 2.8559 -4.9617 0.5064  O85 1.423, H90 1.088, H91 1.085, H92 1.096
85 O 2.8574 -6.1607 1.2731  C84 1.423, C86 1.306
86 C 2.5858 -6.0766 2.5478  O85 1.306, O87 1.186, O88 1.320
87 O 2.1443 -5.1284 3.1058  C86 1.186
88 O 2.7228 -7.2488 3.1385  C86 1.320, C89 1.460
89 C 3.0264 -8.4169 2.3173  O88 1.460, H93 1.086, H94 1.088, H95 1.084
90 H 1.8366 -4.5831 0.4802  C84 1.088
91 H 3.2301 -5.0734 -0.5059  C84 1.085
92 H 3.4861 -4.1758 0.9369  C84 1.096
93 H 2.8531 -9.2366 3.0081  C89 1.086
94 H 4.0747 -8.3990 2.0257  C89 1.088
95 H 2.3521 -8.4052 1.4684  C89 1.084
96 C -7.5700 3.8633 3.8316  O97 1.416, H102 1.092, H103 1.089, H104 1.083
97 O -6.4177 4.4294 3.2350  C96 1.416, C98 1.342
98 C -5.3418 3.6325 3.1402  O97 1.342, O99 1.212, O100 1.323
99 O -5.2054 2.5980 3.7572  C98 1.212
100 O -4.4579 4.1983 2.3340  C98 1.323, C101 1.428
101 C -3.2385 3.4991 2.0849  O100 1.428, H105 1.089, H106 1.082, H107 1.096
102 H -8.1615 3.4745 2.9999  C96 1.092
103 H -8.2262 4.6090 4.2769  C96 1.089
104 H -7.2681 3.1335 4.5721  C96 1.083
105 H -2.5471 4.0498 1.4495  C101 1.089
106 H -3.5125 2.4941 1.7911  C101 1.082
107 H -2.6209 3.4470 2.9887  C101 1.096
108 C -0.0206 0.0905 -2.7858  O109 1.454, H114 1.097, H115 1.091, H116 1.088
109 O -0.8350 0.0974 -3.9902  C108 1.454, C110 1.312
110 C -0.1923 0.3888 -5.0967  O109 1.312, O111 1.189, O112 1.327
111 O 0.9678 0.6361 -5.1714  C110 1.189
112 O -1.0550 0.3375 -6.1039  C110 1.327, C113 1.406
113 C -0.8630 1.1767 -7.2157  O112 1.406, H117 1.087, H118 1.097, H119 1.087
114 H 0.7754 -0.6604 -2.8628  C108 1.097
115 H -0.6323 -0.3262 -1.9839  C108 1.091
116 H 0.3371 1.0923 -2.5552  C108 1.088
117 H 0.1650 1.1008 -7.5619  C113 1.087
118 H -1.1040 2.2303 -7.0265  C113 1.097
119 H -1.6071 0.9215 -7.9665  C113 1.087
120 C -4.6584 -0.3383 4.0167  N121 1.476, H124 1.087, H125 1.086, H126 1.079
121 N -3.8094 -0.5710 2.8325  C120 1.476, O122 1.198, O123 1.199
122 O -4.0541 -1.5422 2.1745  N121 1.198
123 O -2.8608 0.1350 2.6345  N121 1.199
124 H -5.0377 -1.2808 4.4043  C120 1.087
125 H -5.5896 0.1596 3.7630  C120 1.086
126 H -4.0411 0.2116 4.7099  C120 1.079
127 C -0.3502 -1.9969 3.9720  N128 1.480, H131 1.079, H132 1.087, H133 1.090
128 N -0.6232 -1.5098 5.3424  C127 1.480, O129 1.224, O130 1.219
129 O -1.5941 -0.7793 5.4918  N128 1.224
130 O 0.1960 -1.6959 6.2252  N128 1.219
131 H -1.1728 -1.7794 3.3090  C127 1.079
132 H -0.0853 -3.0421 4.1129  C127 1.087
133 H 0.5480 -1.4618 3.6629  C127 1.090

These are the Löwdin partial charges, in e, on atoms 1 to 99: -0.09 -0.64 -0.07 -0.26 0.06 0.04 0.06 0.10 0.03 0.06 0.07 -0.02 0.00 -0.65 0.15 0.00 -0.07 0.09 0.08 0.10 0.09 0.10 0.09 -0.03 0.01 -0.63 0.15 -0.03 -0.04 0.08 0.10 0.07 0.10 0.10 0.09 -0.01 0.00 -0.66 0.16 -0.01 -0.07 0.06 0.09 0.07 0.09 0.07 0.09 -0.05 -0.03 -0.57 0.13 -0.04 -0.02 0.09 0.09 0.10 0.07 0.08 0.10 -0.01 -0.02 -0.62 0.18 0.00 -0.06 0.06 0.10 0.08 0.10 0.09 0.09 -0.04 0.01 -0.60 0.12 0.02 -0.07 0.09 0.09 0.10 0.01 0.10 0.10 -0.01 -0.01 -0.67 0.14 0.01 -0.01 0.08 0.10 0.10 0.09 0.09 0.10 -0.05 0.00 -0.58 0.10

=====

| no. | E_LUMO (Ha) | calculated total energy (Ha) | HOMO level (eV) |
| --- | --- | --- | --- |
| 1 | -0.0188 | -3453.8253 | -8.624 |
| 2 | 0.0786 | -3776.4162 | -3.433 |